Entry 1:
DFT (the ωB97M-V functional and the def2-TZVPD basis) results for 12 unconnected molecules or ions with the total composition C4H22BO19 in a non-equilibrium geometry.

Maximum force in eV/Å: 4.38
Multiplicity: 2
Gap between HOMO and LUMO (alpha / beta) in eV: 4.1 / 7.9
DFT total energy in eV: -44091.7840
LUMO (alpha / beta) in eV: 4.41 / 4.41
Total charge: -2

Geometry (Å):
B (-18.69, 4.09, 6.12)
O (-23.85, 4.52, 8.45)
O (-13.79, 7.40, 4.54)
O (-17.22, 5.77, 9.43)
O (-16.13, 4.05, 3.71)
H (-22.82, 6.64, 5.89)
O (-12.15, 4.45, 6.79)
O (-19.76, 5.11, 5.89)
H (-13.60, 6.71, 5.17)
C (-16.85, 4.11, 4.68)
H (-20.90, 1.85, 9.77)
H (-14.74, 7.46, 4.53)
H (-16.96, 6.74, 3.69)
H (-23.14, 4.71, 9.06)
O (-16.81, 2.26, 1.49)
C (-16.44, 4.65, 6.06)
H (-19.57, 1.38, 10.32)
C (-20.97, 4.65, 6.45)
O (-20.28, 1.99, 10.49)
C (-20.64, 3.26, 7.08)
H (-14.67, 5.16, 0.90)
O (-17.56, 4.67, 6.82)
O (-22.07, 5.25, 6.55)
H (-17.76, 2.31, 1.58)
H (-11.97, 4.24, 5.87)
O (-23.63, 0.77, 7.76)
O (-21.37, 2.53, 7.82)
H (-23.58, 0.50, 6.84)
O (-18.14, 3.64, 4.80)
H (-20.25, -0.35, 6.93)
H (-17.56, 7.97, 4.34)
H (-16.47, 2.69, 2.28)
O (-16.74, 7.63, 3.96)
H (-19.83, 0.79, 6.01)
H (-13.06, 4.18, 6.92)
O (-19.59, -0.10, 6.28)
O (-19.34, 3.02, 6.86)
H (-16.88, 5.43, 10.26)
H (-24.14, 7.24, 5.45)
O (-15.33, 5.11, 6.28)
H (-15.37, 4.93, 2.22)
H (-23.52, 4.79, 7.60)
O (-23.23, 7.47, 5.66)
O (-15.22, 5.60, 1.55)
H (-23.05, 1.53, 7.81)
H (-16.91, 5.16, 8.77)

Entry 2:
DFT (the ωB97M-V functional and the def2-TZVPD basis) results for 7 unconnected molecules or ions with the total composition C4H22N2O7 in a non-equilibrium geometry.

Maximum force in eV/Å: 3.18
Gap between HOMO and LUMO in eV: 9.9
DFT total energy in eV: -21817.0776
SMILES string: C[C@@H](CN)NC=O.O.O.O.O.O.O
LUMO in eV: 0.32
Total charge: 0

Geometry (Å):
H (-3.36, 0.13, 2.40)
H (0.30, 2.55, -0.83)
H (0.98, -0.26, 1.33)
C (-1.23, 1.37, 0.09)
H (-1.04, -2.78, 0.33)
H (1.10, -1.27, -2.29)
C (-1.11, 0.32, -1.06)
H (3.48, 0.30, 1.05)
H (3.03, 0.43, -2.17)
H (2.16, 0.14, -3.39)
O (2.48, 0.87, -2.82)
H (-0.94, 0.25, 1.93)
H (-3.65, 1.16, 1.07)
H (-1.62, 2.00, 2.17)
H (-3.49, -2.05, 0.40)
O (3.73, 0.65, 0.18)
H (1.21, -1.80, 0.93)
O (-2.65, -2.14, 0.86)
C (-1.61, 1.06, 1.53)
H (3.38, -0.02, -0.42)
N (0.08, 2.09, 0.05)
O (1.62, -0.94, 1.13)
O (1.67, -1.65, -2.98)
C (1.05, 2.12, 0.99)
H (-1.89, 2.14, -0.39)
H (-1.97, 0.49, -1.73)
H (2.12, -2.32, -2.44)
H (1.96, 2.68, 0.81)
O (-0.10, -2.98, 0.10)
H (-0.01, -3.34, 1.01)
H (-0.24, 0.55, -1.67)
N (-3.00, 0.57, 1.57)
H (-1.07, -0.68, -0.61)
H (-2.29, -1.24, 0.78)
O (0.93, 1.60, 2.11)